The following is a DFT calculation (ωB97M-V/def2-TZVPD) of 2 unconnected molecules or ions with the total composition C6H6BrF2NO.

Cartesian coordinates (Å):
C 2.51009 -1.82666 -0.43621
C 1.55721 -2.85076 -0.38671
C 1.79944 -0.62535 -0.20698
C 0.46911 -1.03944 -0.02441
C -1.39827 0.94877 0.41125
C -2.38126 0.52721 -0.63609
N -0.48486 1.93605 0.25737
O 0.31080 -2.28901 -0.19300
F -1.77304 0.63158 -1.88106
F -2.82761 -0.69872 -0.36947
Br 2.51757 1.06979 -0.30450
H 3.56948 -2.10650 -0.58009
H 1.48626 -3.95194 -0.37255
H -1.40459 0.30803 1.19301
H -3.09965 1.35186 -0.57447
H -0.19205 2.19836 -0.66892
H 0.22271 2.10682 0.96626

Values from the calculation:
**E_LUMO (alpha / beta)**: -0.754 / -0.755 eV
**Multiplicity**: 1
**HOMO-LUMO gap (alpha / beta)**: 6.7 / 6.7 eV
**Electronic energy**: -85328.9726 eV
**Energy relative to the best compared isomer or geometry (same formula, charge and spin)**: 3.774 eV

These are the natural (NBO) partial charges, in e, on atoms 1 to 8: atom 1 (C): -0.32, atom 2 (C): 0.01, atom 3 (C): -0.38, atom 4 (C): 0.10, atom 5 (C): 0.13, atom 6 (C): 0.50, atom 7 (N): -0.71, atom 8 (O): -0.43


The following is a DFT calculation (ωB97M-V/def2-TZVPD) of C5H8S3 in the gas phase.

Cartesian coordinates (Å):
C -0.24119 -1.67423 1.62311
C 0.01084 -1.20526 0.13906
S -1.51233 -0.97773 -0.79812
C -1.79296 0.82643 -0.73442
C -1.30068 1.36230 0.58241
S 0.45201 1.58468 0.42933
C 0.96064 -0.01342 0.01285
S 2.44957 -0.22598 -0.57354
H -0.75365 -2.60456 1.58132
H -0.95856 -1.02200 2.14347
H 0.70977 -1.71040 2.15861
H 0.47312 -2.03193 -0.34905
H -1.37097 1.32910 -1.60883
H -2.88940 0.95747 -0.76949
H -1.65802 0.80216 1.45934
H -1.60012 2.40977 0.72388

Values from the calculation:
**E_LUMO**: -0.144 eV
**Multiplicity**: 1
**HOMO-LUMO gap**: 8.4 eV
**Electronic energy**: -37819.9304 eV
**Energy relative to the best compared isomer or geometry (same formula, charge and spin)**: 0.238 eV

These are the natural (NBO) partial charges, in e, on atoms 1 to 8: atom 1 (C): -0.60, atom 2 (C): -0.44, atom 3 (S): 0.22, atom 4 (C): -0.54, atom 5 (C): -0.58, atom 6 (S): 0.39, atom 7 (C): -0.32, atom 8 (S): 0.04


The following is a DFT calculation (ωB97M-V/def2-TZVPD) of 5 unconnected molecules or ions with the total composition C5H18NO6.

Cartesian coordinates (Å):
O 0.05382 2.38032 1.52202
C 0.03646 1.65900 0.49057
O 0.79407 1.94071 -0.65704
C -0.90578 0.52902 0.14877
C -1.53137 0.04912 1.50612
C -2.93503 -0.58964 1.29583
C -3.14813 -1.26784 0.16343
N -0.04599 -0.66486 -0.36566
H 1.43068 2.69154 -0.51311
H -1.65490 0.70018 -0.69151
H -0.81454 -0.56840 2.23608
H -1.59488 0.89475 2.15537
H -3.71634 -0.33457 1.90463
H -4.22824 -1.63799 -0.11886
H -2.62067 -1.50345 -0.72320
H 0.80046 -0.83248 0.25243
H -0.47421 -1.54501 -0.54471
H 0.40418 -0.28250 -1.20784
H 3.27176 -1.43469 -2.88660
H 3.29812 -0.92247 -1.40078
O 2.66506 -1.31561 -2.06391
H -2.57775 1.65244 -2.70478
H -2.80991 0.12723 -2.93258
O -2.25265 0.73698 -2.47113
H 2.16307 -2.37657 2.44994
H 2.33961 -3.31947 1.43089
O 1.79337 -2.60553 1.59650
H 3.28720 0.48354 -0.81931
H 4.06780 0.12451 0.67219
O 3.27802 0.17058 0.12020

Values from the calculation:
**E_LUMO (alpha / beta)**: 0.258 / 0.070 eV
**Multiplicity**: 2
**HOMO-LUMO gap (alpha / beta)**: 3.2 / 8.4 eV
**Electronic energy**: -19246.8701 eV
**Energy relative to the best compared isomer or geometry (same formula, charge and spin)**: 2.952 eV
**<S²>**: 0.753

These are the natural (NBO) partial charges, in e, on atoms 1 to 8: atom 1 (O): -0.72, atom 2 (C): 0.50, atom 3 (O): -0.80, atom 4 (C): -0.21, atom 5 (C): -0.48, atom 6 (C): -0.16, atom 7 (C): -0.43, atom 8 (N): -0.76